Entry 1:
112
Properties=species:S:1:pos:R:3:forces:R:3 method="wB97M-V/def2-TZVPD" smiles="CCOC(=O)OC.CCOC(=O)OC.CCOC(=O)OC.CCOC(=O)OC.CCOC(C)=O.CCOC(C)=O.CCOC(C)=O.ClCCl.ClCCl" orbital_gap_ha=0.3773 homo_energy_ev=-10.07 e_tot_ev=-119025.4005
C 0.35776 -14.09398 0.07286 -0.513 -0.408 0.315
Cl -0.48817 -13.13358 -1.18293 0.627 -0.221 0.589
Cl -0.80659 -14.60624 1.35811 0.453 0.091 -0.514
H 0.76887 -14.98600 -0.39977 -0.270 0.137 0.059
H 1.15438 -13.57360 0.60454 -0.300 0.402 -0.452
C 4.57650 -4.38092 -11.93353 -0.634 -0.063 0.175
Cl 2.79153 -4.34781 -11.75721 0.297 0.511 -0.120
Cl 4.97280 -6.01109 -12.53157 0.519 0.487 0.281
H 4.94231 -3.61830 -12.62106 -0.382 -0.289 -0.183
H 4.96241 -4.13557 -10.94410 0.201 -0.636 -0.141
C 7.13214 4.06406 -10.39301 -0.605 0.901 -0.302
C 5.96735 3.49283 -9.58544 0.838 0.449 -1.707
O 6.57749 2.78653 -8.50407 -1.172 -0.447 0.230
C 6.90566 1.50055 -8.63356 0.138 -1.823 -3.157
O 6.79478 0.76719 -9.66709 0.250 2.647 3.796
O 7.46167 1.16638 -7.47162 0.124 0.078 0.343
C 8.11037 -0.09196 -7.36200 -0.372 -1.122 -0.797
H 6.75386 4.56879 -11.28197 -0.156 -0.279 -0.302
H 7.81665 3.27325 -10.69986 0.007 0.127 0.118
H 7.62895 4.88934 -9.88289 0.313 -0.402 0.406
H 5.35283 2.93441 -10.29158 0.208 -0.993 0.495
H 5.27290 4.26756 -9.26041 0.461 -0.020 0.853
H 8.97546 -0.15483 -8.02213 0.067 0.216 0.093
H 7.42015 -0.87106 -7.68557 -0.016 -0.060 -0.051
H 8.39087 -0.33219 -6.33647 -0.095 0.714 -0.015
C -4.88939 -7.48788 -2.17143 -0.275 0.227 -0.120
C -6.14521 -8.16837 -2.63427 0.035 -0.516 -1.075
O -6.28856 -7.76793 -4.03721 -1.385 -0.679 -0.640
C -7.35854 -8.25893 -4.77741 1.153 0.493 0.803
O -8.25383 -8.95429 -4.37985 0.370 0.192 -0.021
O -7.18919 -7.79961 -6.02414 0.131 0.209 -0.654
C -8.14822 -8.23204 -7.01424 -0.783 -0.226 0.473
H -4.77462 -7.63830 -1.09797 0.090 0.229 -0.018
H -4.96865 -6.43693 -2.44952 0.289 0.092 0.357
H -4.04122 -7.93513 -2.68975 0.053 0.143 0.063
H -7.05378 -7.92969 -2.08140 0.103 0.051 -0.034
H -5.93613 -9.23774 -2.60593 -0.577 -0.178 -0.013
H -8.10182 -9.31693 -7.10885 -0.248 0.054 0.157
H -8.04317 -7.81161 -8.01439 1.152 0.363 0.365
H -9.13851 -7.87612 -6.73005 -0.097 -0.465 0.353
C 0.22160 0.21709 -7.20290 -0.628 -0.244 1.397
C 0.99284 -0.72492 -6.23858 -0.569 -0.082 -1.008
O 1.13446 -0.16200 -4.91157 1.276 0.558 -0.924
C 0.22229 -0.38958 -3.99203 -1.742 -2.184 -1.742
O -0.85698 -0.89640 -4.27726 0.794 0.956 1.337
O 0.76525 -0.15160 -2.81990 0.396 0.692 0.773
C -0.03369 -0.18302 -1.65268 -0.096 -0.395 1.098
H 0.64668 1.22058 -7.18289 -0.047 -0.086 -0.278
H -0.78747 0.23726 -6.79122 -0.061 0.541 0.411
H -0.04521 -0.12889 -8.20151 1.075 -0.305 -0.152
H 2.00514 -0.95332 -6.57204 0.035 0.326 0.151
H 0.45836 -1.67427 -6.20432 -0.035 0.040 0.364
H 0.58883 -0.22898 -0.75911 0.756 0.052 -0.427
H -0.59011 -1.11721 -1.57656 -0.608 0.385 -0.451
H -0.58072 0.74675 -1.49647 -0.530 -0.279 -0.548
C -0.39944 -6.85824 -6.34100 0.459 0.120 0.915
C 0.90662 -7.53394 -5.89352 -1.415 -0.717 0.183
O 1.93171 -6.59314 -5.66130 1.512 1.207 -0.234
C 2.42018 -6.19893 -4.45736 -1.583 0.064 -0.310
O 2.11346 -6.69246 -3.40970 0.545 -0.017 0.182
O 3.14832 -5.07427 -4.64591 -0.701 -1.850 -1.910
C 3.79311 -4.44065 -3.61919 0.655 1.581 2.228
H -0.77305 -6.25207 -5.51573 0.060 0.343 -0.096
H -1.17712 -7.60967 -6.47769 0.166 -0.106 -0.407
H -0.24122 -6.24121 -7.22551 -0.168 -0.119 0.019
H 1.18757 -8.22234 -6.69058 0.655 0.225 0.006
H 0.69326 -8.16181 -5.02845 0.270 0.213 0.299
H 3.86191 -3.38754 -3.89180 -0.103 -0.018 -0.128
H 4.81319 -4.73374 -3.37093 0.103 -0.688 -0.625
H 3.27868 -4.47634 -2.65888 -0.451 -0.222 -0.125
O 5.60347 8.78084 -4.16831 -1.441 -2.057 3.498
C 5.05151 8.61418 -3.04501 0.755 0.716 -3.111
O 4.73555 7.46364 -2.38651 0.209 1.650 0.090
C 5.12635 6.21067 -2.91220 0.692 -0.665 -0.800
C 5.01300 5.09355 -1.85210 -0.328 0.361 -0.634
C 4.60209 9.84725 -2.33207 0.353 0.175 0.778
H 6.12384 6.34738 -3.32983 0.217 -0.323 0.175
H 4.49923 6.02892 -3.78501 -0.216 -0.339 0.100
H 5.84184 5.01610 -1.14844 -0.119 0.527 0.069
H 4.96060 4.10759 -2.31388 0.027 0.119 -0.385
H 4.05281 5.22012 -1.35201 0.153 0.036 0.330
H 5.07073 10.68272 -2.85211 -0.339 -0.020 0.077
H 4.96456 9.83573 -1.30416 0.022 -0.037 0.092
H 3.52058 9.96154 -2.25883 0.013 -0.149 -0.285
O -4.56734 -13.98934 -9.23425 -0.840 -0.048 1.877
C -5.75582 -14.17517 -9.02705 1.638 -0.176 -4.928
O -6.50151 -14.04064 -7.98891 -0.581 -0.111 0.779
C -6.00734 -13.80560 -6.71015 -0.612 -0.329 2.695
C -5.52536 -15.04807 -5.94814 0.391 -0.115 -1.452
C -6.65311 -14.50602 -10.22695 -0.603 0.049 -0.272
H -6.93303 -13.57445 -6.18311 0.104 0.660 0.110
H -5.31812 -12.97342 -6.56676 0.100 -0.019 -0.757
H -5.12218 -14.69887 -4.99756 -0.199 -0.413 0.084
H -4.76334 -15.58211 -6.51580 0.475 0.261 0.125
H -6.31898 -15.79310 -5.89149 -0.215 0.279 0.576
H -7.32118 -15.33680 -9.99983 -0.161 0.174 0.080
H -6.21303 -14.69759 -11.20558 0.924 -0.277 0.560
H -7.24033 -13.62220 -10.47621 -0.424 0.075 0.530
O 8.90019 -7.64446 -4.30348 -3.443 -2.288 -0.983
C 8.00560 -8.52628 -4.09531 5.185 2.145 1.133
O 7.32752 -9.24259 -4.94109 -0.694 -0.073 -0.510
C 7.56374 -9.07118 -6.33866 -0.330 0.494 -0.801
C 6.64544 -10.03325 -7.07088 0.638 -0.403 0.451
C 7.97390 -9.02199 -2.69542 -1.071 -0.377 0.755
H 8.60225 -9.32085 -6.55604 0.057 0.058 0.101
H 7.40764 -8.02840 -6.61497 -0.023 0.030 0.094
H 6.94713 -11.00154 -6.67150 -0.297 -0.334 -0.258
H 6.86169 -10.02936 -8.13921 -0.113 0.097 0.040
H 5.57809 -9.91558 -6.88375 0.138 0.322 -0.005
H 8.19166 -10.08382 -2.58049 0.443 -0.042 -0.504
H 6.95249 -9.00928 -2.31506 -0.060 0.529 0.341
H 8.68857 -8.42150 -2.13262 -0.449 -0.143 0.145


Entry 2:
105
Properties=species:S:1:pos:R:3:forces:R:3 method="wB97M-V/def2-TZVPD" orbital_gap_ha=0.2411 total_charge=-1 homo_energy_ev=-4.58 de_lowest_kj_mol=0.0 e_tot_ev=-83407.4800
C -0.24194 2.56308 5.40310 0.338 1.247 0.063
C -1.36387 3.38122 4.72368 -0.478 -0.872 -0.006
C -1.69124 2.99696 3.24814 0.079 0.322 0.780
C -0.50425 2.44915 2.43055 -0.280 1.496 -0.906
C -0.61996 3.04331 0.98373 0.125 -0.217 -0.037
N -0.19759 1.03304 2.47913 -0.035 -0.295 0.689
C 1.04440 0.61521 1.85185 0.492 0.485 -0.011
C 2.15195 1.67260 1.76204 0.659 -0.230 0.661
C 2.73915 2.03749 3.15422 -0.014 -0.077 -0.432
C -1.29108 0.06147 2.46832 -0.602 -0.046 -0.052
C -0.95075 -1.35860 1.91639 -0.201 -0.599 0.444
C -0.09908 -2.34037 2.70301 1.040 -0.436 -0.140
C 1.13372 -2.71809 2.15652 0.005 0.286 -0.294
C 1.98028 -3.63813 2.75322 -0.104 -0.142 -0.116
C 1.61872 -4.25867 3.94500 -0.066 0.481 -0.619
C 0.39287 -3.91647 4.51591 0.379 -0.714 0.159
C 0.00516 -4.57861 5.83058 0.347 1.208 -0.153
C -0.43843 -2.99454 3.88811 -0.611 0.247 0.219
P -2.04508 -0.23000 4.17297 -1.066 -0.328 -0.613
N -3.25032 -1.24167 4.27280 0.638 -0.439 0.177
C -2.46308 0.46484 1.48702 -0.727 0.517 -1.164
O -3.61580 0.62526 1.92661 0.266 -0.026 0.897
O -2.13305 0.55954 0.28446 0.750 -0.139 0.147
H -0.47945 2.44148 6.46228 0.049 -0.390 -0.093
H 0.67370 3.16764 5.38632 0.049 -0.217 -0.029
H 0.00490 1.62950 4.90347 -0.261 -0.098 0.148
H -2.28119 3.20900 5.29968 0.024 0.134 -0.062
H -1.17300 4.45460 4.81152 0.212 -0.094 -0.066
H -2.59107 2.38346 3.24158 0.180 -0.158 -0.380
H -1.97575 3.93620 2.76661 -0.034 -0.147 -0.119
H 0.32521 3.02004 2.86865 0.264 -0.580 0.015
H -0.00437 3.94826 0.90305 -0.084 -0.030 0.046
H -1.64615 3.31356 0.73201 0.011 -0.203 -0.047
H -0.27498 2.32348 0.24058 -0.089 0.068 0.000
H 1.48047 -0.15218 2.50123 -0.091 -0.288 -0.410
H 0.92278 0.22990 0.82956 -0.267 -0.098 0.148
H 1.89813 2.55416 1.17414 -0.163 -0.046 0.102
H 2.97528 1.18339 1.22885 -0.234 -0.022 -0.210
H 3.82344 1.89401 3.16475 -0.047 0.094 -0.029
H 2.33109 1.35146 3.90012 -0.072 0.286 0.130
H 2.54817 3.07629 3.42824 -0.131 -0.128 0.184
H -1.91971 -1.84514 1.75780 -0.006 0.114 0.135
H -0.54612 -1.29129 0.90790 0.016 0.359 0.099
H 1.44124 -2.26688 1.21556 -0.004 0.000 0.077
H 2.90836 -3.87813 2.24280 0.007 -0.059 0.172
H 2.29134 -4.99123 4.37762 -0.157 0.032 0.210
H -0.57526 -3.84671 6.39927 -0.323 -0.380 0.013
H 0.92594 -4.70760 6.40497 -0.139 -0.443 0.011
H -0.53441 -5.51508 5.70096 0.000 0.023 0.096
H -1.40371 -2.77774 4.34674 0.039 -0.043 -0.049
H -2.46093 0.97646 4.76152 0.625 0.105 -0.023
H -0.92042 -0.63043 4.94910 -0.025 0.415 0.010
H -3.50443 -1.56777 3.34793 -0.287 0.064 0.066
O 0.55758 -8.59896 -2.05178 2.717 0.288 1.888
P 0.91759 -7.20138 -2.40191 -4.608 1.628 -4.380
O -0.35888 -6.30086 -1.95155 0.698 -0.198 0.058
C -0.98378 -6.51130 -0.68481 -0.239 -0.051 0.503
C -0.18315 -5.87892 0.43577 0.033 0.157 -0.089
O 0.70020 -7.24119 -4.03879 0.374 0.081 0.301
C 0.89983 -8.45556 -4.76071 -0.238 -0.106 -0.052
C -0.43079 -9.08020 -5.13015 -0.177 0.051 -0.094
O 1.98713 -6.01143 -2.51506 1.117 -1.948 1.813
C 1.63253 -4.74592 -3.10887 0.103 0.716 0.102
C 1.48496 -3.67080 -2.03730 -0.304 0.149 -0.095
H -1.13920 -7.57528 -0.49612 0.147 -0.052 -0.195
H -1.97068 -6.05117 -0.73994 0.056 0.058 -0.167
H 0.85160 -6.23388 0.43291 -0.048 -0.091 0.072
H -0.62888 -6.10613 1.40477 0.026 -0.007 0.005
H -0.15451 -4.79498 0.32336 0.006 0.003 0.047
H 1.51082 -9.15291 -4.18765 -0.076 0.002 0.080
H 1.45650 -8.20461 -5.66671 0.005 0.105 0.038
H -1.09247 -9.13993 -4.26668 0.151 -0.079 0.111
H -0.29209 -10.08459 -5.53516 0.017 0.017 -0.020
H -0.94192 -8.47285 -5.87938 0.035 -0.007 -0.023
H 0.73597 -4.82340 -3.71641 -0.031 -0.254 0.072
H 2.45676 -4.49593 -3.77673 0.083 -0.245 0.054
H 1.90620 -3.99234 -1.08639 0.099 -0.038 -0.056
H 0.43608 -3.42403 -1.87475 0.005 -0.075 0.109
H 1.98289 -2.74978 -2.34378 0.044 -0.042 0.006
O 1.21232 5.89843 -2.33592 -1.696 1.791 2.226
P 0.26810 6.56296 -3.26699 1.985 -2.307 -5.802
O -0.54833 5.35664 -3.98996 -0.051 0.642 0.445
C -1.05395 4.26232 -3.21450 -0.187 -0.442 0.304
C -2.32599 4.63573 -2.48113 -0.100 0.089 -0.104
O 1.30596 7.00093 -4.47623 -0.307 0.244 0.275
C 2.67196 7.28920 -4.17809 0.158 -0.214 -0.064
C 3.56216 6.13433 -4.59101 0.033 -0.119 -0.170
O -0.74503 7.75757 -3.63885 0.265 0.011 2.852
C -1.33072 7.84639 -4.94766 -0.553 0.159 -0.287
C -2.80248 7.45022 -4.90731 -0.053 -0.206 -0.310
H -0.30091 3.90011 -2.51365 0.110 0.182 -0.029
H -1.25543 3.44988 -3.91260 0.065 0.114 -0.124
H -2.17945 5.52775 -1.86512 0.051 -0.090 0.092
H -2.65140 3.81588 -1.83974 0.066 0.004 0.032
H -3.12826 4.85562 -3.18758 0.008 0.005 -0.008
H 2.79905 7.51868 -3.12038 -0.042 -0.103 0.025
H 2.94252 8.18637 -4.74007 -0.109 0.005 -0.035
H 3.17978 5.18641 -4.21404 -0.020 0.083 0.189
H 4.57958 6.27334 -4.22062 -0.004 0.024 -0.015
H 3.59857 6.05119 -5.67900 0.017 0.042 0.002
H -0.78300 7.25493 -5.67528 0.149 -0.082 0.175
H -1.23524 8.89206 -5.24110 0.137 0.016 0.197
H -3.18037 7.41850 -3.88771 0.059 0.107 0.026
H -2.95213 6.46713 -5.35328 0.009 -0.053 0.135
H -3.40746 8.15505 -5.48051 0.027 0.037 0.053